# 1
A cluster of 2 separate species, C5H8O4 in total, computed with the ωB97M-V functional and the def2-TZVPD basis.

Computed properties:
Charge: -2
Kohn-Sham gap (eV): 7.86
Molecular weight (g/mol): 132.115
Total energy (Eh): -496.307159
Spin multiplicity: 1
Largest force on an atom (eV/A): 1.6

Geometry as XYZ:
```
17
Properties=species:S:1:pos:R:3:forces:R:3
C -0.301 0.120 -2.352 -0.512 -0.001 -0.266
C 1.012 -0.247 -3.065 0.445 -0.345 -0.479
O 1.666 -1.194 -2.563 -0.179 0.171 -0.112
O 1.305 0.418 -4.102 -0.255 -0.203 0.428
H -1.070 -0.657 -2.462 0.335 -0.253 -0.098
H -0.733 0.997 -2.841 0.135 0.228 0.423
H -0.152 0.223 -1.274 -0.015 0.325 -0.488
C 0.284 -0.143 1.413 -1.490 0.514 -0.366
C -1.142 -0.599 1.856 0.843 -0.250 0.597
C 0.694 1.058 2.275 0.556 -0.037 0.234
O 0.871 2.158 1.704 -0.154 -0.101 0.241
O 0.820 0.782 3.502 -0.047 0.253 0.021
H 1.020 -0.936 1.513 -0.048 -0.130 -0.089
H 0.166 0.158 0.373 0.627 -0.018 0.282
H -1.750 -0.975 1.033 0.034 -0.085 -0.049
H -1.670 0.205 2.371 -0.017 0.151 -0.258
H -1.019 -1.368 2.620 -0.257 -0.217 -0.022
```
Positions in Å, forces in eV/Å.

Here are the Löwdin charges for atoms 1 to 8, given in e: C -0.05; C -0.80; O -0.12; O -0.15; H 0.05; H 0.05; H 0.03; C -0.18

=====

# 2
The ion C5H13N2O with charge +1, computed with the ωB97M-V functional and the def2-TZVPD basis.

Computed properties:
Charge: +1
Kohn-Sham gap (eV): 9.95
Molecular weight (g/mol): 117.172
Total energy (Eh): -382.804951
Spin multiplicity: 1
Largest force on an atom (eV/A): 5.2

Geometry as XYZ:
```
21
Properties=species:S:1:pos:R:3:forces:R:3
C 0.132 0.595 2.603 -0.385 -0.589 0.304
C 0.126 0.690 1.061 2.724 0.352 1.334
C -0.041 -0.701 0.521 -0.537 -2.057 0.645
C -0.508 -0.963 -0.918 1.317 -4.573 -2.188
C 0.579 -0.625 -2.031 -1.081 2.747 3.437
N 0.817 -1.167 -3.222 -0.325 -0.198 0.329
O 1.135 0.411 -1.631 0.665 0.111 -1.407
N -0.871 1.603 0.449 -0.172 1.042 1.039
H 0.862 -0.092 3.031 0.396 -0.421 -0.976
H -0.776 0.181 3.057 -0.325 0.306 -0.554
H 0.400 1.443 3.177 -0.057 1.555 0.015
H 1.078 1.146 0.665 -0.774 -0.681 0.636
H 0.860 -1.336 0.720 -0.154 1.137 -0.455
H -0.693 -1.241 1.274 -0.159 0.561 -1.212
H -0.474 -2.133 -1.017 -0.999 1.789 0.550
H -1.495 -0.635 -1.266 0.194 0.003 0.319
H 1.470 -0.659 -3.769 0.666 0.450 -0.425
H 0.670 -2.107 -3.514 -0.528 -0.533 0.208
H -0.721 2.601 0.522 1.129 0.428 0.343
H -0.741 1.401 -0.510 -0.533 -0.276 -1.888
H -1.810 1.586 0.797 -1.063 -1.153 -0.054
```
Positions in Å, forces in eV/Å.

Here are the Löwdin charges for atoms 1 to 8, given in e: C -0.04; C -0.34; C -0.18; C -0.10; C -0.48; N 0.21; O 0.00; N 0.24

=====

# 3
The molecule H3NO2Si, computed with the ωB97M-V functional and the def2-TZVPD basis.

Computed properties:
Kohn-Sham gap (alpha / beta) (eV): 7.31 / 7.31
Molecular weight (g/mol): 77.115
Total energy (Eh): -496.399106
Spin multiplicity: 1
Largest force on an atom (eV/A): 3.0

Geometry as XYZ:
```
7
Properties=species:S:1:pos:R:3:forces:R:3
N 0.636 0.622 -0.238 1.340 0.578 -2.394
O -2.026 -0.056 0.711 -2.481 1.124 1.188
O 1.427 0.392 -1.131 -0.901 0.644 1.559
Si -0.713 -0.556 0.245 1.036 -0.650 0.145
H 0.803 1.484 0.287 0.528 0.525 0.367
H 0.419 -0.809 1.161 0.336 -0.729 0.650
H -0.546 -1.077 -1.036 0.141 -1.492 -1.515
```
Positions in Å, forces in eV/Å.

Löwdin charges in e: N -0.11; O -0.40; O 0.05; Si 0.33; H 0.14; H 0.02; H -0.02